(1)
The following is a DFT calculation (the ωB97M-V functional and the def2-TZVPD basis) of one molecule with the formula C4H7NO.

```
13
Properties=species:S:1:pos:R:3:forces:R:3
O 1.07999 -0.54088 1.48426 0.035 -0.066 -0.008
C 0.29442 -0.21173 0.33003 -0.105 -0.072 -0.143
C 0.06607 -1.67581 0.21183 0.014 0.006 0.233
N -0.81515 0.73777 -1.09708 -0.061 0.111 -0.154
C -0.90703 0.70832 0.40491 -0.183 -0.036 0.151
C 0.66297 0.52935 -0.94893 0.290 -0.038 -0.110
H 1.88113 -0.99929 1.18339 -0.075 0.089 0.024
H -1.14785 -0.18045 -1.40495 -0.259 0.346 -0.142
H -0.87998 -1.86525 0.76118 0.288 -0.080 0.152
H -0.69757 1.71569 0.78374 -0.001 -0.217 -0.027
H -1.83008 0.31636 0.84573 0.146 0.069 -0.166
H 1.14817 -0.03516 -1.74894 -0.071 0.039 0.133
H 1.14492 1.50108 -0.80516 -0.018 -0.151 0.056
```
Positions in Å, forces in eV/Å.

For the energy relative to the best compared isomer or geometry (same formula, charge and spin), the calculation gives 594.8 kJ/mol. Its gap between HOMO and LUMO is 8.9 eV. As for the HOMO energy: -8.976 eV.


(2)
The following is a DFT calculation (the ωB97M-V functional and the def2-TZVPD basis) of a 2-piece molecular cluster, C4H7NO overall.

```
13
Properties=species:S:1:pos:R:3:forces:R:3
C -1.29353 0.49207 0.37513 -2.423 -1.620 1.579
C 1.60364 0.22198 -0.06815 -1.719 -0.910 -0.510
C 0.53263 -0.41502 -0.62807 3.451 -0.276 -0.127
C -0.97813 -1.54867 0.49227 2.277 2.979 -1.332
O 2.02234 1.45768 -0.40856 0.124 0.434 -0.448
N 0.13297 -1.65644 -0.10875 -1.200 -0.913 0.600
H 1.60697 1.73329 -1.23958 0.114 -0.076 0.218
H 2.08641 -0.14647 0.82667 -0.050 -0.036 -0.015
H 0.18847 -0.19422 -1.63267 -0.253 0.255 0.151
H -1.43638 -2.39836 1.02142 -0.354 0.582 -0.121
H -0.84729 1.40751 -0.01380 0.748 -0.679 -0.412
H -2.28162 0.41757 -0.06854 -0.306 0.176 0.353
H -1.33650 0.62909 1.45263 -0.409 0.085 0.064
```
Positions in Å, forces in eV/Å.

For the energy relative to the best compared isomer or geometry (same formula, charge and spin), the calculation gives 555.2 kJ/mol. Its gap between HOMO and LUMO is 8.7 eV. As for the HOMO energy: -8.211 eV.


(3)
The following is a DFT calculation (the ωB97M-V functional and the def2-TZVPD basis) of one molecule with the formula C4H7NO.

```
13
Properties=species:S:1:pos:R:3:forces:R:3
O -3.12810 0.09798 0.09639 1.539 0.355 -0.674
C -2.00516 0.22236 -0.37385 -2.652 -0.423 0.149
C -0.82944 -0.58378 0.09032 0.269 -0.436 -0.656
N 0.27456 0.03695 -0.62766 1.799 -1.061 1.821
C 1.09232 0.89402 0.24369 0.468 -0.207 0.239
C 1.60838 -0.45778 -0.15156 -0.615 0.467 0.853
H -1.79840 0.95555 -1.21174 -0.070 -0.508 0.682
H -0.83724 -1.69527 -0.14220 -0.527 1.356 0.133
H -0.77665 -0.45571 1.17921 0.116 -0.229 -0.010
H 1.46880 1.78337 -0.25839 -0.042 -0.078 0.404
H 0.86618 0.94096 1.35062 -0.058 0.306 -1.467
H 2.33709 -0.58936 -0.91823 0.378 0.080 -0.397
H 1.72765 -1.14930 0.72340 -0.604 0.380 -1.078
```
Positions in Å, forces in eV/Å.

For the energy relative to the best compared isomer or geometry (same formula, charge and spin), the calculation gives 270.8 kJ/mol. Its gap between HOMO and LUMO is 10.9 eV. Its structure (SMILES) is O=CCN1CC1. As for the HOMO energy: -9.817 eV.


For each record above, in turn, the calculated LUMO values are -0.052, 0.481, 1.042 eV.